Entry 1:
The following is a quantum chemistry calculation of C6H12 in the gas phase at a distorted geometry, from the Open Molecules 2025 dataset.

The geometry in XYZ format:
```
18
Properties=species:S:1:pos:R:3:nbo_charge:R:1
C 0.2041 0.2780 2.7268 -0.656
C 0.4124 -0.2384 1.3489 -0.182
C -0.6135 -0.6249 0.5758 -0.193
C -0.4696 -1.1816 -0.7914 -0.442
C -0.4978 -0.0564 -1.8545 -0.379
C 0.5608 1.0607 -1.6780 -0.611
H -0.2280 1.2915 2.7027 0.216
H 1.0879 0.3649 3.3526 0.219
H -0.5724 -0.2778 3.2557 0.217
H 1.4102 -0.3466 0.9339 0.191
H -1.5573 -0.4959 1.0996 0.191
H 0.5042 -1.6771 -0.8782 0.202
H -1.1348 -1.9778 -1.1146 0.218
H -0.2332 -0.4681 -2.8293 0.199
H -1.4705 0.4334 -1.8634 0.196
H 0.3689 1.7604 -0.8718 0.210
H 0.6860 1.5361 -2.6484 0.208
H 1.5428 0.6197 -1.4665 0.195
```

As for the HOMO energy: -9.0 eV. Its energy above the lowest of the compared OMol25 structures with the same formula, charge and spin is 1.181 eV. As for the HOMO-LUMO gap: 10.177 eV. Its electronic energy is -235.774805 Eh. The total charge is 0. Its SMILES is C/C=C/CCC.

Entry 2:
The following is a quantum chemistry calculation of a gas-phase ion, CH5N2 (charge +1) at a distorted geometry, from the Open Molecules 2025 dataset.

The geometry in XYZ format:
```
8
Properties=species:S:1:pos:R:3:nbo_charge:R:1
N 1.1482 -0.1210 -0.0401 -0.685
C 0.0383 0.5595 0.0477 0.411
N -1.0791 -0.1066 0.0199 -0.692
H 2.0297 0.2663 0.1914 0.441
H 1.1041 -1.1398 -0.0797 0.425
H -0.0943 1.5694 -0.1198 0.242
H -2.0383 0.0756 -0.1458 0.450
H -1.1085 -1.1033 0.1263 0.408
```

As for the HOMO energy: -16.7 eV. Its energy above the lowest of the compared OMol25 structures with the same formula, charge and spin is 0.616 eV. As for the HOMO-LUMO gap: 12.276 eV. Its electronic energy is -150.355151 Eh. The total charge is +1. Its SMILES is NC=[NH2+].

Entry 3:
The following is a quantum chemistry calculation of C3H3ClS2 in the gas phase at a distorted geometry, from the Open Molecules 2025 dataset.

The geometry in XYZ format:
```
9
Properties=species:S:1:pos:R:3:nbo_charge:R:1
S 1.2373 -0.2205 -1.9457 0.181
C 1.0689 0.5999 -0.6433 -0.318
C -0.1964 0.4463 0.1822 -0.358
Cl -0.0887 1.3015 1.7363 -0.030
C -0.5901 -1.0606 0.3716 -0.273
S -1.8138 -1.8617 -0.3797 0.113
H 1.6569 1.4186 -0.2825 0.212
H -1.0589 0.9328 -0.3375 0.262
H -0.2151 -1.5563 1.2986 0.213
```

As for the HOMO energy: -9.0 eV. Its energy above the lowest of the compared OMol25 structures with the same formula, charge and spin is 1.188 eV. As for the HOMO-LUMO gap: 8.148 eV. Its electronic energy is -1372.606991 Eh. The total charge is 0. Its SMILES is S=CC(Cl)C=S.

Entry 4:
The following is a quantum chemistry calculation of 2 unconnected molecules or ions with the total composition C2H9N4 at a distorted geometry, from the Open Molecules 2025 dataset.

The geometry in XYZ format:
```
15
Properties=species:S:1:pos:R:3:nbo_charge:R:1
C 1.2449 0.4318 0.3002 -0.247
C 0.7297 -0.9933 0.3731 0.205
N 2.5224 0.5019 -0.4292 -0.859
N -2.9493 0.3085 -0.1528 -0.335
N -0.4127 -1.3089 -0.0173 -0.612
N -1.7488 0.5220 0.0941 -0.082
H 0.4403 0.9931 -0.2473 0.121
H 1.4408 0.8656 1.2072 0.237
H 1.5066 -1.6542 0.9640 0.207
H 3.1076 1.2651 -0.0958 0.385
H -3.4069 0.0678 -1.0402 0.402
H -3.5275 -0.0307 0.5866 0.404
H -0.6660 -2.3108 0.1531 0.394
H 2.6738 0.3990 -1.4423 0.395
H -1.1291 0.8874 -0.5911 0.386
```

As for the HOMO energy: -12.8 eV. Its energy above the lowest of the compared OMol25 structures with the same formula, charge and spin is 4.853 eV. As for the HOMO-LUMO gap: 6.978 eV. Its electronic energy is -300.240986 Eh. The total charge is +1.

Entry 5:
The following is a quantum chemistry calculation of 2 unconnected molecules or ions with the total composition C5H15NOS at a distorted geometry, from the Open Molecules 2025 dataset.

The geometry in XYZ format:
```
23
Properties=species:S:1:pos:R:3:nbo_charge:R:1
C 1.6832 1.5187 -1.4771 -0.764
S 2.0960 1.1102 0.3041 0.150
C 0.6119 1.7030 1.1566 -0.528
C 0.1764 0.2940 1.7796 -0.428
C -0.5748 -0.5295 0.6534 -0.047
C -0.5024 -1.9995 1.1400 -0.624
N -1.8408 -0.2986 -0.0240 -0.845
H 0.5699 1.2638 -1.6952 0.221
H 2.0708 2.5149 -1.5800 0.220
H 2.0441 0.8178 -2.3415 0.248
H -0.0762 2.1387 0.5216 0.208
H 1.0343 2.5742 1.8335 0.229
H 0.9404 -0.3816 2.1165 0.219
H -0.2667 0.5746 2.6561 0.201
H 0.0264 -0.3682 -0.2917 0.193
H 0.5546 -2.1950 1.4584 0.215
H -1.0605 -2.0880 2.0099 0.199
H -0.9388 -2.4902 0.2089 0.220
H -1.7900 0.6632 -0.3469 0.358
H -2.6310 -0.4656 0.5222 0.354
O -0.5324 -1.2655 -3.1569 -0.957
H -0.2707 -2.1124 -2.8806 0.468
H -1.3236 -0.9790 -2.5669 0.488
```

As for the HOMO energy: -8.1 eV. Its energy above the lowest of the compared OMol25 structures with the same formula, charge and spin is 2.752 eV. As for the HOMO-LUMO gap: 8.983 eV. Its electronic energy is -727.584593 Eh. The total charge is 0. Its SMILES is CSCC[C@@H](C)N.O.

Entry 6:
The following is a quantum chemistry calculation of C3H9NS2 in the gas phase at a distorted geometry, from the Open Molecules 2025 dataset.

The geometry in XYZ format:
```
15
Properties=species:S:1:pos:R:3:nbo_charge:R:1
C -1.4155 0.3583 1.3502 -0.614
C -0.9002 -0.0866 -0.0171 -0.064
N -0.9771 1.0553 -0.9335 -0.828
C 0.5501 -0.5216 0.2258 -0.548
S 1.3521 -1.5121 -1.0593 0.078
S 3.3366 -0.8587 -0.8538 -0.143
H -2.2914 0.9751 1.1816 0.227
H -1.7428 -0.4857 1.9471 0.212
H -0.6946 0.9774 1.8855 0.204
H -1.4979 -0.8822 -0.4473 0.199
H -0.7908 0.6979 -1.8680 0.358
H -0.2357 1.7311 -0.7820 0.350
H 1.1582 0.3726 0.3730 0.220
H 0.6480 -1.0437 1.1708 0.212
H 3.5009 -0.7772 -2.1731 0.137
```

As for the HOMO energy: -8.5 eV. Its energy above the lowest of the compared OMol25 structures with the same formula, charge and spin is 0.303 eV. As for the HOMO-LUMO gap: 8.938 eV. Its electronic energy is -970.820603 Eh. The total charge is 0. Its SMILES is C[C@@H](N)CSS.

Entry 7:
The following is a quantum chemistry calculation of a molecular structure, C16H15Cl5O2RhS, from the Open Molecules 2025 dataset.

The geometry in XYZ format:
```
40
Properties=species:S:1:pos:R:3:lowdin_spin:R:1
Rh -0.1154 -0.0368 -0.8920 2.261
C -0.6849 2.9463 0.3465 0.005
O -0.3111 2.3042 -0.8815 0.066
C -1.0916 2.7293 -2.0069 0.003
C -2.1340 1.6940 -2.3483 0.004
O -1.4139 0.4892 -2.6520 0.093
C -2.2293 -0.5178 -3.2725 0.005
H -0.6270 4.0278 0.2197 0.001
H 0.0323 2.6287 1.0995 0.005
H -1.6880 2.6516 0.6503 0.000
H -0.4017 2.8389 -2.8446 0.000
H -1.5509 3.6963 -1.7983 0.001
H -2.7032 2.0023 -3.2282 0.001
H -2.8235 1.5097 -1.5177 0.001
H -2.7277 -0.0867 -4.1405 0.001
H -2.9664 -0.8955 -2.5614 0.001
H -1.5653 -1.3178 -3.5860 0.000
Cl 0.0786 -2.7247 -1.5786 0.078
C -1.2673 -2.5978 -0.4605 0.044
C -1.5298 -1.3173 -0.0076 0.166
C -2.5901 -1.1722 0.8723 0.045
Cl -2.9787 0.4073 1.4613 0.015
C -3.3528 -2.2633 1.2845 0.002
Cl -4.6632 -2.0538 2.3686 0.002
C -3.0438 -3.5424 0.8051 0.018
Cl -3.9615 -4.8929 1.3107 0.008
C -1.9853 -3.7235 -0.0895 0.000
Cl -1.5897 -5.2714 -0.7005 0.004
S 1.6623 -0.0838 0.5639 0.738
C 3.1744 0.0770 1.3530 0.141
C 4.0226 1.1634 1.0672 0.088
C 5.2031 1.3008 1.7635 -0.002
C 5.5606 0.3519 2.7200 0.112
C 4.7354 -0.7384 2.9871 -0.003
C 3.5383 -0.8782 2.3190 0.089
H 3.7353 1.8758 0.3061 0.003
H 5.8561 2.1382 1.5611 -0.002
H 6.4906 0.4626 3.2610 0.006
H 5.0299 -1.4717 3.7247 -0.002
H 2.8766 -1.7090 2.5214 0.003
```

As for the HOMO energy (spin up / spin down): -11.6 / -11.7 eV. Its energy above the lowest of the compared OMol25 structures with the same formula, charge and spin is 0.726 eV. As for the HOMO-LUMO gap (spin up / spin down): 9.377 / 5.967 eV. Its electronic energy is -3578.499300 Eh. The total charge is +1. Its spin multiplicity is 5.

Entry 8:
The following is a quantum chemistry calculation of 2 unconnected molecules or ions with the total composition C9H14S at a distorted geometry, from the Open Molecules 2025 dataset.

The geometry in XYZ format:
```
24
Properties=species:S:1:pos:R:3:nbo_charge:R:1
C 2.2320 1.3148 -0.7324 -0.645
C 0.8891 1.5862 -0.1145 0.002
C -0.2473 1.5512 -0.9710 -0.224
C -1.5100 1.5357 -0.3704 -0.197
C -1.6156 1.7865 0.9846 -0.236
C -0.5179 1.9656 1.7952 -0.192
C 0.7658 1.8343 1.2254 -0.237
H 3.0031 1.8363 -0.1675 0.219
H 2.3907 1.5471 -1.7931 0.221
H 2.2934 0.2246 -0.7991 0.225
H -0.0810 1.4294 -2.0256 0.216
H -2.3600 1.5116 -1.0248 0.214
H -2.5763 1.8741 1.4701 0.211
H -0.6503 2.2641 2.8285 0.214
H 1.5945 2.0329 1.8956 0.214
C 0.2689 -1.5490 0.0384 -0.804
S 0.4407 -2.9677 -0.9990 0.199
C -1.0462 -3.9083 -0.5659 -0.736
H -0.3551 -1.5898 0.9352 0.232
H 1.1941 -1.1576 0.4886 0.226
H -0.1121 -0.6909 -0.5345 0.228
H -1.9979 -3.3818 -0.5505 0.215
H -0.8931 -4.4257 0.3686 0.211
H -1.1094 -4.6237 -1.3819 0.224
```

As for the HOMO energy: -8.2 eV. Its energy above the lowest of the compared OMol25 structures with the same formula, charge and spin is 0.729 eV. As for the HOMO-LUMO gap: 9.230 eV. Its electronic energy is -749.486165 Eh. The total charge is 0. Its SMILES is Cc1ccccc1.CSC.

Entry 9:
The following is a quantum chemistry calculation of a molecular structure, C3H5N3OS at a distorted geometry, from the Open Molecules 2025 dataset.

The geometry in XYZ format:
```
13
Properties=species:S:1:pos:R:3:nbo_charge:R:1
C -0.0243 -2.3304 0.2403 0.404
C -0.5045 -0.2855 -0.9678 0.456
C -0.0418 2.9466 -0.0604 -0.088
H 1.4671 -2.0759 1.5131 0.429
H 0.5786 -0.4575 0.9380 0.449
H -0.7075 0.0063 -2.0914 0.207
H 0.0390 3.0565 1.2978 0.170
H 0.0109 3.9453 -0.5144 0.201
N 0.7128 -1.5411 1.0228 -0.831
N -0.1344 0.5539 -0.0883 -0.420
N -0.1719 1.7555 -0.8156 -0.283
O -0.7541 -1.5615 -0.7502 -0.491
S -0.4700 -4.0121 0.2763 -0.202
```

As for the HOMO energy: -8.6 eV. Its energy above the lowest of the compared OMol25 structures with the same formula, charge and spin is 4.793 eV. As for the HOMO-LUMO gap: 8.382 eV. Its electronic energy is -754.862900 Eh. The total charge is 0.